1.
DFT (ωB97M-V with the def2-TZVPD basis set) results for an isolated ion of composition C3H8N2O and charge -1 at a distorted geometry.

```
14
Properties=species:S:1:pos:R:3
C 0.905 -0.460 -1.853
N 0.845 0.667 -0.989
C -0.442 0.822 -0.314
C -0.641 -0.156 0.807
N -0.219 0.351 2.070
O -0.857 -1.400 0.612
H 0.296 -0.394 -2.771
H 0.470 -1.315 -1.328
H 1.941 -0.700 -2.075
H 1.232 1.499 -1.436
H -1.291 0.725 -1.018
H -0.598 1.835 0.070
H 0.574 0.978 2.029
H -0.276 -0.260 2.862
```

Results
total charge = -1
gap between HOMO and LUMO (spin up / spin down) = 3.4 / 7.9 eV
multiplicity = 2
HOMO level (spin up / spin down) = 1.2 / -3.5 eV

=====

2.
DFT (ωB97M-V with the def2-TZVPD basis set) results for one molecule with the formula C3H8N2O at a distorted geometry.

```
14
Properties=species:S:1:pos:R:3
C -0.552 0.910 1.218
C -1.188 0.374 -0.058
C 1.104 -1.973 -0.857
H 0.976 1.665 0.316
H -0.239 0.065 1.919
H -1.303 1.396 1.804
H -2.112 -0.205 -0.010
H -1.438 1.246 -0.630
H -0.964 -1.164 -1.468
H 0.426 -2.708 -1.290
H 2.124 -2.249 -0.557
N -0.459 -0.469 -0.919
N 0.812 -0.806 -0.613
O 0.484 1.876 1.103
```

Results
gap between HOMO and LUMO = 9.4 eV
HOMO level = -8.4 eV
SMILES = C=NNCCO

=====

3.
DFT (ωB97M-V with the def2-TZVPD basis set) results for a 2-piece molecular cluster, C3H8N2O overall at a distorted geometry.

```
14
Properties=species:S:1:pos:R:3
C 1.023 -1.517 0.123
C 1.313 -0.466 -0.694
N 1.432 0.908 -0.513
H 1.139 -1.527 1.193
H 0.791 -2.398 -0.480
H 1.510 -0.573 -1.781
H 2.361 1.269 -0.744
H 0.926 1.291 0.307
C -1.978 0.868 -0.025
N -1.700 0.182 1.079
O -1.100 1.268 -0.829
H -2.974 1.206 -0.066
H -2.045 -0.733 1.217
H -0.698 0.222 1.212
```

Results
gap between HOMO and LUMO = 9.3 eV
HOMO level = -8.3 eV
SMILES = C=CN.NC=O

=====

4.
DFT (ωB97M-V with the def2-TZVPD basis set) results for a 2-piece molecular cluster, C3H8N2O overall at a distorted geometry.

```
14
Properties=species:S:1:pos:R:3
C 1.572 -0.477 -0.002
C -1.755 -0.460 -0.469
N 0.801 0.528 -0.539
C 0.235 -0.872 0.947
N 0.992 1.787 0.075
O -0.100 -1.733 1.648
H -0.589 0.003 -0.830
H 0.549 1.821 0.997
H 0.641 2.516 -0.535
H 1.747 -1.326 -0.657
H 2.373 -0.229 0.690
H -2.288 0.226 -1.136
H -2.014 -1.488 -0.711
H -2.163 -0.295 0.523
```

Results
gap between HOMO and LUMO (spin up / spin down) = 8.6 / 7.0 eV
HOMO level (spin up / spin down) = -8.4 / -7.4 eV

=====

5.
DFT (ωB97M-V with the def2-TZVPD basis set) results for C3H8N2O as an isolated structure at a distorted geometry.

```
14
Properties=species:S:1:pos:R:3
C -0.494 -1.122 -0.221
C -0.386 0.287 -0.687
C 1.001 0.941 -0.422
N -1.260 0.580 0.459
N 0.448 -1.633 0.534
O 1.351 0.701 0.897
H -0.588 0.805 1.231
H -1.954 1.295 0.279
H -1.330 -1.716 -0.585
H -0.842 0.491 -1.655
H 0.232 -2.519 0.975
H 1.185 -0.605 0.952
H 0.922 2.019 -0.632
H 1.715 0.476 -1.126
```

Results
gap between HOMO and LUMO = 9.7 eV
HOMO level = -8.8 eV

=====

6.
DFT (ωB97M-V with the def2-TZVPD basis set) results for one molecule with the formula C3H8N2O at a distorted geometry.

```
14
Properties=species:S:1:pos:R:3
C -0.229 0.209 -1.128
N 0.628 0.537 1.081
C -0.051 -0.389 0.241
N 0.267 1.886 1.159
C -0.200 -1.678 0.572
O -0.437 -0.887 -2.107
H 0.401 -1.377 -2.145
H 0.892 0.128 1.983
H 0.586 2.399 0.336
H -0.747 1.999 1.223
H -1.133 0.823 -1.169
H 0.637 0.769 -1.491
H 0.023 -2.035 1.572
H -0.637 -2.384 -0.127
```

Results
gap between HOMO and LUMO = 9.3 eV
HOMO level = -8.4 eV
SMILES = C=C(CO)NN

=====

7.
DFT (ωB97M-V with the def2-TZVPD basis set) results for one molecule with the formula C3H8N2O at a distorted geometry.

```
14
Properties=species:S:1:pos:R:3
C -0.769 1.119 -1.793
N -0.709 -0.225 -1.423
C 0.401 -0.460 -0.474
C -0.022 -0.301 0.966
N 1.111 -0.511 1.902
O -1.542 1.966 -1.423
H 0.077 1.413 -2.430
H -1.594 -0.563 -1.061
H 0.763 -1.459 -0.648
H 1.196 0.190 -0.847
H -0.707 -1.126 1.161
H -0.448 0.681 1.173
H 1.411 0.384 2.257
H 0.832 -1.107 2.639
```

Results
gap between HOMO and LUMO = 10.5 eV
HOMO level = -9.5 eV
SMILES = NCCNC=O

=====

8.
DFT (ωB97M-V with the def2-TZVPD basis set) results for C3H8N2O as an isolated structure at a distorted geometry.

```
14
Properties=species:S:1:pos:R:3
C -1.450 -0.940 -0.089
C -0.675 1.469 -0.005
C 0.927 -0.305 -0.026
H -1.102 -1.889 -0.898
H -1.616 -1.377 1.191
H -2.565 -0.193 -0.438
H -1.754 1.358 0.212
H -0.203 1.978 0.800
H -0.345 2.002 -0.964
H 1.083 -1.407 -0.098
H 2.989 -1.108 0.470
N -0.338 -0.028 0.003
N 1.912 0.537 -0.099
O 3.138 -0.097 -0.058
```

Results
gap between HOMO and LUMO = 8.4 eV
HOMO level = -7.8 eV

=====

9.
DFT (ωB97M-V with the def2-TZVPD basis set) results for one molecule with the formula C3H8N2O at a distorted geometry.

```
14
Properties=species:S:1:pos:R:3
C -0.851 -0.337 -0.942
N 0.495 0.020 -0.749
C 0.761 0.003 0.661
N 1.149 -1.252 1.025
O 0.646 0.905 1.496
C -1.792 0.778 -1.294
H -0.976 -0.934 -1.844
H -1.405 -0.923 -0.160
H 0.767 0.995 -0.896
H 1.220 -1.479 1.989
H 1.284 -2.067 0.366
H -2.014 1.177 -0.237
H -1.522 1.639 -1.996
H -2.734 0.303 -1.673
```

Results
gap between HOMO and LUMO = 10.4 eV
HOMO level = -9.5 eV
SMILES = CCNC(N)=O

=====

10.
DFT (ωB97M-V with the def2-TZVPD basis set) results for one molecule with the formula C3H8N2O at a distorted geometry.

```
14
Properties=species:S:1:pos:R:3
C -1.139 1.516 -0.318
C -0.556 -0.515 -0.246
N 0.358 0.522 -0.389
C 1.794 -1.962 0.591
O -1.167 1.995 0.971
N 0.768 -1.763 -0.108
H -0.242 2.088 1.245
H 0.677 0.534 -1.358
H -0.831 2.252 -1.060
H -2.134 1.169 -0.598
H -1.056 -0.932 -1.117
H -1.068 -0.615 0.706
H 1.829 -2.797 1.314
H 2.767 -1.494 0.367
```

Results
gap between HOMO and LUMO = 7.4 eV
HOMO level = -6.8 eV
SMILES = C=NCNCO

=====

11.
DFT (ωB97M-V with the def2-TZVPD basis set) results for an isolated ion of composition C3H8N2O and charge +1 at a distorted geometry.

```
14
Properties=species:S:1:pos:R:3
N -1.672 1.111 1.028
C -0.436 0.619 1.343
C 0.437 -0.239 0.296
N 0.075 0.094 -0.974
C 0.493 -0.804 -2.036
O 1.339 -0.924 0.616
H -1.846 2.108 1.059
H -2.473 0.541 1.276
H -0.610 0.014 2.239
H 0.209 1.468 1.553
H -0.283 1.025 -1.113
H 0.227 -1.829 -1.837
H 1.575 -0.792 -2.140
H 0.246 -0.480 -3.042
```

Results
total charge = +1
gap between HOMO and LUMO (spin up / spin down) = 11.3 / 6.2 eV
multiplicity = 2
HOMO level (spin up / spin down) = -14.9 / -14.8 eV

=====

12.
DFT (ωB97M-V with the def2-TZVPD basis set) results for a 2-piece molecular cluster, C3H8N2O2 overall at a distorted geometry.

```
15
Properties=species:S:1:pos:R:3
C -0.073 -0.963 -0.256
C 0.839 0.752 -1.347
C -0.770 -0.833 1.049
O -0.791 -1.458 -1.330
O 1.446 1.599 -0.620
N -0.796 0.612 0.778
N 0.092 1.342 1.380
H -1.652 -1.023 -1.364
H 0.733 0.841 2.007
H 0.913 -1.406 -0.205
H 0.682 1.874 0.602
H 1.434 -0.006 -1.864
H -0.100 1.028 -1.842
H -0.179 -1.115 1.925
H -1.778 -1.245 1.086
```

Results
gap between HOMO and LUMO (spin up / spin down) = 8.3 / 8.3 eV
HOMO level (spin up / spin down) = -7.9 / -7.9 eV

=====

13.
DFT (ωB97M-V with the def2-TZVPD basis set) results for one molecule with the formula C3H8N2O2 at a distorted geometry.

```
15
Properties=species:S:1:pos:R:3
C -1.629 -0.826 -0.550
C -0.602 -0.572 0.576
C 0.613 0.154 0.108
H -2.415 -1.517 -0.035
H -2.261 0.102 -0.876
H -1.163 -1.328 -1.394
H -0.272 -1.523 0.942
H -1.045 0.021 1.418
H 1.736 -1.255 0.726
H 2.769 0.981 -0.126
H -0.509 2.909 -0.499
N 1.712 -0.608 -0.039
N 0.660 1.408 -0.185
O 2.937 -0.010 -0.224
O -0.533 2.062 0.158
```

Results
gap between HOMO and LUMO = 9.4 eV
HOMO level = -8.5 eV
SMILES = CC/C(=N\O)NO

=====

14.
DFT (ωB97M-V with the def2-TZVPD basis set) results for one molecule with the formula C3H8N2O2 at a distorted geometry.

```
15
Properties=species:S:1:pos:R:3
N 2.238 1.297 -0.605
C 1.073 0.766 -0.091
O 0.342 1.586 0.485
N 0.730 -0.547 -0.263
C -0.855 -0.935 -0.279
C -1.657 -0.765 0.990
O -1.551 0.477 1.563
H 2.438 2.214 -0.218
H 3.048 0.738 -0.807
H 1.440 -1.044 -0.806
H -1.010 -1.974 -0.614
H -1.281 -0.218 -0.991
H -1.622 -1.597 1.723
H -2.593 -0.983 0.381
H -0.740 0.991 1.110
```

Results
gap between HOMO and LUMO = 9.7 eV
HOMO level = -9.2 eV
SMILES = NC(=O)NCCO

=====

15.
DFT (ωB97M-V with the def2-TZVPD basis set) results for a 3-piece molecular cluster, C3H8N2O2 overall at a distorted geometry.

```
15
Properties=species:S:1:pos:R:3
C 1.582 -1.250 -2.634
C 1.987 -0.340 -1.721
N 0.920 -0.170 -0.871
C -0.145 -0.809 -1.429
N 0.247 -1.566 -2.444
H 2.054 -1.527 -3.559
H 2.950 0.091 -1.510
H 0.992 0.283 0.030
H -1.091 -0.329 -1.211
H -0.828 0.730 1.943
H 0.489 0.507 2.834
O 0.109 0.754 1.999
H -2.630 1.318 3.495
H -3.762 0.966 2.530
O -2.875 1.343 2.548
```

Results
gap between HOMO and LUMO = 8.7 eV
HOMO level = -8.4 eV
SMILES = c1c[nH]cn1.O.O

=====

16.
DFT (ωB97M-V with the def2-TZVPD basis set) results for one molecule with the formula C3H8N2O2 at a distorted geometry.

```
15
Properties=species:S:1:pos:R:3
N 1.107 1.526 -0.053
C 0.544 0.135 -0.208
C -0.583 -0.115 -1.084
O -0.780 -1.520 -1.206
C 0.346 -0.263 1.401
N -0.984 -0.187 1.803
O 1.311 -0.369 2.221
H 1.194 1.823 -1.094
H 1.992 1.412 0.440
H 1.352 -0.501 -0.534
H -1.504 0.439 -0.878
H -0.258 0.377 -2.008
H -0.983 -1.854 -2.108
H -1.173 -1.046 2.213
H -1.579 0.146 1.095
```

Results
gap between HOMO and LUMO = 9.8 eV
HOMO level = -9.3 eV
SMILES = NC(=O)[C@H](N)CO

=====

ΔE to the lowest compared entry with this formula, charge and spin per entry: 95.7 329.8 265.0 716.5 293.0 280.2 142.8 636.7 133.6 668.1 63.9 577.8 457.1 135.5 153.4 226.4 kJ/mol